Molecular formula: C24H27Ge2IN2S5Zr
Method: DFT, ωB97M-V/def2-TZVPD

Geometry (Å):
C  -1.63  0.28  -4.75
C  -2.44  -0.53  -3.94
H  -0.48  2.24  -2.25
H  -0.29  1.99  -4.66
H  0.97  -2.85  -2.76
H  2.20  2.10  5.20
H  0.95  1.93  3.10
H  -2.05  -0.63  -6.54
H  -3.27  3.38  1.16
H  1.31  -4.61  -0.12
C  1.86  1.55  -1.19
C  -3.87  -2.90  4.33
H  3.93  -1.87  0.39
H  -0.44  2.70  1.06
H  2.52  -2.02  2.50
H  3.74  -1.14  -1.20
S  -2.26  -1.65  0.58
H  -0.47  -2.16  -2.01
C  0.99  -3.77  0.50
H  -3.04  -1.33  -4.36
C  3.14  -1.02  4.27
C  0.97  1.48  -0.10
H  1.61  4.84  -1.98
N  -1.53  0.09  -6.07
H  0.79  -1.09  -2.64
H  -0.08  4.74  -0.15
C  -2.49  -0.30  -2.59
S  -3.47  -1.23  4.68
C  0.48  3.86  -0.45
Ge  0.70  -0.22  0.95
C  -1.02  1.45  -2.74
S  -3.54  -3.33  2.67
C  -2.89  -1.80  2.15
H  1.46  -3.87  1.48
C  -2.86  -0.81  3.11
Zr  -1.76  0.88  0.35
H  -0.96  0.69  -6.64
C  3.06  0.14  5.03
H  -3.13  -0.91  -1.97
H  -0.09  -3.83  0.63
S  -2.21  0.76  2.87
H  3.74  -1.85  4.60
H  2.40  0.67  -1.51
H  2.83  2.80  -2.63
C  3.44  -1.98  -0.57
C  0.28  2.64  0.22
C  2.44  -1.11  3.07
H  3.80  -2.89  -1.04
C  1.41  3.91  -1.46
H  3.60  0.21  5.96
C  2.10  2.75  -1.83
C  -0.92  1.31  -4.10
N  -1.77  0.65  -1.96
C  2.27  1.20  4.60
C  0.61  -2.04  -2.12
H  -3.10  3.36  -0.61
I  -4.68  1.36  0.15
C  1.65  -0.05  2.62
C  -3.06  2.76  0.29
C  1.57  1.10  3.41
S  -4.51  -3.92  5.40
Ge  1.49  -2.09  -0.37

Results
**E_HOMO (spin up / spin down)**: -9.63 / -9.80 eV
**Gap between HOMO and LUMO (spin up / spin down)**: 6.03 / 4.94 eV
**Spin multiplicity**: 2
**Energy**: -7529.60685 a.u.
**Net charge**: +1
**Energy relative to the best compared isomer or geometry (same formula, charge and spin)**: 2.2 kJ/mol